No. 1
Here is a molecular structure, C35H50BBiN9P2S2Se at a distorted geometry from the Open Molecules 2025 dataset. Energies are from the ωB97M-V functional and the def2-TZVPD basis.

CARTESIAN COORDINATES (ANGSTROEM)
Bi1 11.333 12.350 14.049
C1 12.471 9.024 14.922
C2 11.060 8.483 14.601
C3 10.257 8.417 15.969
C4 11.276 7.055 13.936
P1 10.214 9.850 13.559
C5 10.946 9.450 11.943
N1 11.102 10.674 11.165
B1 11.500 12.053 11.628
N2 11.540 12.836 10.397
C6 12.011 14.184 10.124
P2 12.903 15.137 11.624
C7 11.921 16.803 11.274
C8 12.661 17.721 12.297
C9 10.427 16.664 11.658
C10 11.905 17.529 9.895
C11 14.719 15.100 10.639
C12 14.960 16.083 9.497
C13 15.559 15.281 11.915
C14 14.951 13.664 10.125
C15 11.097 12.050 9.341
C16 10.822 12.388 8.040
C17 10.397 11.334 7.163
C18 10.441 10.024 7.579
C19 10.661 9.661 8.948
C20 10.906 10.730 9.804
C21 8.305 9.503 13.280
C22 7.731 10.312 12.127
C23 7.893 8.041 12.989
C24 7.590 9.862 14.583
H1 12.964 8.383 15.745
H2 12.364 10.080 15.239
H3 13.119 9.089 13.977
H4 10.918 8.094 16.794
H5 9.371 7.823 15.854
H6 9.930 9.417 16.293
H7 11.751 6.415 14.687
H8 12.028 7.143 13.178
H9 10.406 6.549 13.477
H10 10.319 8.711 11.325
H11 11.900 9.032 12.118
H12 11.157 14.914 10.014
H13 12.631 14.344 9.162
H14 12.289 17.583 13.266
H15 12.663 18.778 12.016
H16 13.703 17.437 12.308
H17 10.262 15.820 12.331
H18 9.776 16.450 10.808
H19 10.068 17.617 12.098
H20 11.826 18.591 10.141
H21 11.012 17.288 9.355
H22 12.687 17.354 9.169
H23 14.893 17.101 9.893
H24 14.308 15.972 8.615
H25 15.990 15.895 9.180
H26 15.397 16.156 12.517
H27 16.645 15.290 11.660
H28 15.470 14.374 12.529
H29 14.500 13.587 9.095
H30 14.466 12.906 10.773
H31 16.058 13.511 10.057
H32 10.942 13.412 7.634
H33 10.062 11.567 6.167
H34 10.212 9.271 6.860
H35 10.659 8.638 9.248
H36 8.258 10.124 11.194
H37 7.758 11.394 12.387
H38 6.695 10.063 11.996
H39 8.204 7.725 11.965
H40 6.835 7.967 13.164
H41 8.456 7.313 13.572
H42 7.375 10.895 14.756
H43 8.128 9.537 15.493
H44 6.587 9.359 14.597
N3 7.706 13.927 16.901
C25 7.319 14.352 15.649
C26 8.155 13.710 14.730
N4 9.021 12.899 15.428
C27 8.744 13.050 16.727
C28 9.592 12.338 17.766
N5 10.666 11.576 17.490
C29 11.175 11.236 18.707
C30 10.314 11.644 19.720
N6 9.323 12.404 19.093
H45 7.268 14.171 17.789
H46 6.563 15.085 15.386
H47 8.101 13.765 13.642
H48 12.105 10.652 18.841
H49 10.350 11.308 20.757
H50 8.538 12.942 19.378
S1 13.569 13.159 16.661
C31 15.018 12.714 15.999
C32 16.208 12.854 16.765
N7 17.180 13.051 17.387
C33 15.148 12.029 14.728
S2 14.054 12.035 13.453
C34 16.395 11.387 14.505
N8 17.366 10.766 14.252
Se1 11.330 16.422 17.286
C35 11.149 15.677 15.607
N9 11.045 15.072 14.610

total charge = -1
HOMO level (spin up / spin down) = -3.5 / -3.5 eV
ΔE to the lowest compared entry with this formula, charge and spin = 42.45 kcal/mol
HOMO-LUMO gap (spin up / spin down) = 5.227 / 5.225 eV
spin multiplicity = 1

Mulliken atomic charge list, values in e, 4 entries: 1.729 -0.929 1.700 -1.516



No. 2
Here is 3 unconnected molecules or ions with the total composition C35H50BClIN2O6Si at a distorted geometry from the Open Molecules 2025 dataset. Energies are from the ωB97M-V functional and the def2-TZVPD basis.

CARTESIAN COORDINATES (ANGSTROEM)
C1 0.216 -2.620 2.780
C2 -0.224 -2.476 1.296
C3 0.931 -1.846 0.501
C4 -1.604 -1.779 1.114
C5 -1.569 -0.399 0.442
O1 -0.771 0.564 1.047
B1 -1.523 1.351 2.029
Cl1 -1.213 0.381 3.706
C6 -0.926 2.833 2.259
C7 -0.575 3.611 0.953
C8 0.840 4.221 1.081
C9 1.110 5.398 0.132
C10 1.042 5.055 -1.382
C11 2.428 4.706 -1.981
C12 2.326 3.810 -3.256
C13 3.248 2.555 -3.227
Si1 2.310 1.011 -2.619
C14 3.454 -0.481 -2.481
C15 1.689 1.426 -0.903
C16 0.914 0.721 -3.865
C17 -0.329 1.307 -3.776
C18 -1.310 1.104 -4.720
C19 -1.016 0.278 -5.777
C20 0.202 -0.340 -5.874
C21 1.183 -0.136 -4.930
O2 -2.909 1.190 1.576
C22 -2.979 0.343 0.521
C23 -4.264 -0.495 0.462
I1 -3.269 1.803 -1.186
H1 0.883 -1.812 3.089
H2 -0.685 -2.626 3.398
H3 0.756 -3.571 2.871
H4 -0.339 -3.504 0.920
H5 1.269 -0.954 1.042
H6 1.811 -2.505 0.456
H7 0.674 -1.551 -0.522
H8 -2.254 -2.438 0.528
H9 -2.053 -1.644 2.105
H10 -1.445 -0.496 -0.649
H11 0.011 2.699 2.816
H12 -1.613 3.381 2.917
H13 -0.689 2.987 0.064
H14 -1.296 4.439 0.881
H15 0.912 4.616 2.104
H16 1.576 3.413 1.006
H17 0.478 6.260 0.376
H18 2.144 5.733 0.327
H19 0.660 5.937 -1.910
H20 0.335 4.227 -1.508
H21 2.886 5.655 -2.282
H22 3.061 4.191 -1.250
H23 2.587 4.372 -4.161
H24 1.269 3.538 -3.375
H25 4.154 2.701 -2.629
H26 3.494 2.335 -4.277
H27 3.760 -0.852 -3.463
H28 4.357 -0.206 -1.920
H29 2.988 -1.329 -1.962
H30 1.215 2.406 -0.849
H31 2.576 1.481 -0.250
H32 1.042 0.658 -0.472
H33 -0.543 1.962 -2.931
H34 -2.282 1.579 -4.647
H35 -1.775 0.129 -6.543
H36 0.448 -0.989 -6.713
H37 2.154 -0.617 -4.991
H38 -5.017 -0.112 1.161
H39 -4.715 -0.449 -0.529
H40 -4.115 -1.555 0.697
C24 -4.332 -0.185 4.794
C25 -4.446 0.711 5.848
C26 -5.402 0.513 6.831
C27 -6.236 -0.590 6.748
C28 -6.140 -1.490 5.700
C29 -5.183 -1.282 4.720
N1 -7.234 -0.817 7.800
O3 -7.310 0.000 8.699
O4 -7.932 -1.811 7.718
H41 -3.576 -0.025 4.032
H42 -3.782 1.564 5.902
H43 -5.487 1.214 7.650
H44 -6.797 -2.346 5.641
H45 -5.095 -1.979 3.897
C30 3.909 -6.695 -0.927
C31 5.246 -6.319 -0.934
C32 5.676 -5.297 -1.764
C33 4.755 -4.660 -2.577
C34 3.422 -5.027 -2.587
C35 2.999 -6.052 -1.756
N2 5.200 -3.557 -3.441
O5 6.380 -3.263 -3.423
O6 4.358 -3.001 -4.114
H46 3.575 -7.490 -0.272
H47 5.953 -6.822 -0.288
H48 6.716 -5.005 -1.768
H49 2.711 -4.525 -3.228
H50 1.958 -6.347 -1.750

total charge = -1
HOMO level = -5.8 eV
HOMO-LUMO gap = 6.708 eV
spin multiplicity = 1

Mulliken atomic charge list, values in e, 4 entries: -1.659 0.815 -1.309 -1.157



No. 3
Here is a molecular structure, C35H50MgNOSi from the Open Molecules 2025 dataset. Energies are from the ωB97M-V functional and the def2-TZVPD basis.

CARTESIAN COORDINATES (ANGSTROEM)
Mg1 0.925 0.301 0.352
C1 -1.243 2.132 3.363
C2 -0.125 1.137 3.161
C3 1.182 1.599 2.951
C4 1.490 3.079 2.953
C5 2.232 0.680 2.805
C6 3.643 1.208 2.625
C7 1.987 -0.703 2.916
C8 3.154 -1.674 2.944
C9 0.674 -1.164 3.138
C10 0.439 -2.647 3.338
C11 -0.379 -0.241 3.275
C12 -1.779 -0.696 3.634
H1 -1.245 2.506 4.394
H2 -2.216 1.689 3.174
H3 -1.137 2.991 2.702
H4 1.593 3.473 1.935
H5 2.423 3.280 3.479
H6 0.711 3.651 3.449
H7 4.316 0.451 2.235
H8 4.059 1.541 3.581
H9 3.665 2.064 1.950
H10 3.461 -2.000 1.944
H11 2.913 -2.565 3.517
H12 4.023 -1.221 3.419
H13 0.564 -2.922 4.391
H14 1.139 -3.245 2.761
H15 -0.561 -2.947 3.040
H16 -2.470 -0.587 2.791
H17 -2.174 -0.091 4.452
H18 -1.809 -1.730 3.965
C13 -0.210 1.844 -0.502
Si1 -1.450 0.966 -1.532
C14 -0.661 -0.727 -1.947
N1 0.000 -1.368 -0.766
C15 -1.029 -2.061 0.111
C16 -0.860 -3.575 0.164
C17 -0.710 -4.139 -1.247
C18 0.529 -3.534 -1.951
C19 1.067 -2.323 -1.194
C20 -1.819 1.769 -3.175
C21 -2.979 2.532 -3.346
C22 -3.226 3.207 -4.536
C23 -2.317 3.125 -5.584
C24 -1.162 2.365 -5.441
C25 -0.919 1.695 -4.247
C26 -3.058 0.670 -0.634
C27 -3.987 -0.265 -1.111
C28 -5.216 -0.441 -0.490
C29 -5.547 0.325 0.625
C30 -4.648 1.269 1.106
C31 -3.417 1.440 0.476
H19 -0.656 2.549 0.213
H20 0.443 2.435 -1.161
H21 0.104 -0.550 -2.712
H22 -1.388 -1.413 -2.401
H23 -2.014 -1.842 -0.296
H24 -1.013 -1.639 1.118
H25 -1.740 -3.995 0.654
H26 0.001 -3.856 0.771
H27 -1.615 -3.903 -1.814
H28 -0.636 -5.224 -1.212
H29 0.276 -3.240 -2.970
H30 1.334 -4.268 -2.029
H31 1.775 -1.778 -1.817
H32 1.612 -2.647 -0.302
H33 -3.704 2.598 -2.538
H34 -4.130 3.793 -4.648
H35 -2.507 3.655 -6.510
H36 -0.455 2.291 -6.260
H37 -0.007 1.106 -4.160
H38 -3.749 -0.867 -1.990
H39 -5.923 -1.166 -0.879
H40 -6.509 0.196 1.107
H41 -4.910 1.881 1.964
H42 -2.735 2.200 0.841
C32 3.864 0.330 -2.798
C33 4.908 0.056 -1.707
C34 4.052 -0.336 -0.512
O1 2.757 0.301 -0.736
C35 2.770 1.016 -2.016
H43 3.501 -0.610 -3.221
H44 4.238 0.956 -3.606
H45 5.470 0.965 -1.491
H46 5.612 -0.731 -1.968
H47 4.458 0.007 0.430
H48 3.892 -1.412 -0.465
H49 3.004 2.063 -1.832
H50 1.780 0.951 -2.461

total charge = +1
HOMO level = -10.7 eV
ΔE to the lowest compared entry with this formula, charge and spin = 1.25 kcal/mol
HOMO-LUMO gap = 8.798 eV
spin multiplicity = 1

Mulliken atomic charge list, values in e, 4 entries: 0.244 -2.720 1.939 1.220